{"formula": "C4H34N2O13S", "method": "wB97M-V/def2-TZVPD", "energy_ev": -45135.754, "total_charge": 0, "homo_ev": -9.335, "e_above_lowest_kcal_mol": 0.0, "spin_multiplicity": 1, "gap_ev": 9.44, "lumo_energy_ev": 0.100, "elements": ["N", "C", "C", "S", "C", "N", "C", "O", "H", "H", "H", "H", "H", "H", "H", "H", "H", "H", "H", "H", "O", "H", "H", "O", "H", "H", "O", "H", "H", "O", "H", "H", "O", "H", "H", "O", "H", "H", "O", "H", "H", "O", "H", "H", "O", "H", "H", "O", "H", "H", "O", "H", "H", "O"], "coordinates": [[-0.20034, 0.52254, -1.18037], [1.00981, -0.29589, -1.02374], [1.69500, -0.54764, -2.36151], [0.61318, -1.44022, -3.53541], [2.01500, 0.48736, -0.13460], [2.27905, 0.10575, 1.13724], [1.54903, -0.92141, 1.83849], [2.59600, 1.47577, -0.60857], [-0.53098, 0.93319, -0.25956], [-0.05326, 1.29397, -1.84622], [0.75186, -1.30118, -0.57349], [1.99098, 0.38719, -2.80244], [2.62422, -1.13043, -2.26914], [0.72215, -2.65509, -3.00327], [2.89057, 0.74009, 1.68555], [0.43796, -0.82460, 1.75400], [1.80784, -0.89547, 2.95013], [1.87683, -1.96350, 1.57841], [3.09349, -2.82479, 0.75569], [1.97101, -3.73436, 0.25226], [2.91171, -3.46782, 0.07675], [-0.81547, 3.35889, -0.79148], [-2.27180, 2.95131, -0.54708], [-1.53133, 3.44595, -0.11886], [-0.28748, -4.09502, -0.29233], [-0.34800, -3.60303, 1.14768], [0.27650, -3.93591, 0.44650], [-3.66529, -0.18916, 1.62578], [-2.25847, 0.55450, 1.33379], [-2.96881, -0.07475, 0.94607], [-2.65603, -4.24276, -1.62914], [-2.29075, -2.76479, -1.34481], [-2.07692, -3.71374, -1.03412], [-1.32180, 2.42215, 1.24540], [-0.23654, 1.73310, 2.11789], [-1.16119, 1.64173, 1.85965], [0.93441, 3.49616, 0.30008], [0.34708, 4.24699, 1.51322], [0.94714, 3.52786, 1.27184], [1.58019, 2.59119, -1.25479], [1.21610, 3.98590, -1.93695], [0.84449, 3.26017, -1.44140], [-2.07567, -1.98901, 1.39415], [-2.26880, -3.36583, 0.70144], [-1.97997, -2.95640, 1.55169], [-3.20986, 1.14572, -1.80909], [-3.28738, 1.08738, -0.32285], [-3.37372, 1.72027, -1.05676], [-1.70399, -0.71174, -1.67043], [-2.72950, -0.82971, -0.57719], [-2.60360, -1.14308, -1.51356], [3.69155, 3.12736, 2.56633], [2.25191, 2.88301, 2.18161], [2.98192, 2.49186, 2.70755]], "lowdin_charge": [0.053, -0.363, -0.494, 0.741, -0.409, 0.054, -0.076, 0.008, 0.086, 0.086, 0.136, 0.067, 0.094, -0.147, 0.124, 0.088, 0.120, 0.061, -0.015, -0.009, -0.091, 0.019, 0.020, -0.093, -0.002, 0.039, -0.073, 0.113, 0.048, -0.104, 0.086, 0.033, -0.114, 0.029, 0.047, -0.080, 0.008, 0.084, -0.054, 0.040, 0.082, -0.088, 0.026, 0.020, -0.084, 0.049, -0.003, -0.049, 0.030, 0.011, -0.109, 0.049, -0.013, -0.080]}